[1]
{
  "formula": "C34H38BClCrN6O8S2",
  "method": "ωB97M-V with the def2-TZVPD basis set",
  "species": ["H", "S", "C", "C", "C", "C", "O", "C", "C", "H", "H", "C", "H", "H", "H", "Cr", "C", "H", "C", "O", "H", "C", "H", "C", "O", "C", "H", "C", "H", "C", "N", "C", "H", "H", "C", "H", "O", "C", "H", "C", "C", "C", "C", "C", "H", "C", "H", "C", "O", "H", "C", "B", "C", "H", "O", "N", "H", "H", "H", "H", "N", "H", "Cl", "C", "N", "C", "C", "O", "N", "C", "H", "H", "H", "H", "H", "O", "C", "H", "H", "H", "H", "N", "H", "H", "C", "C", "S", "H", "H", "C", "H"],
  "positions_angstrom": [[-3.822, -0.194, 1.256], [-0.503, 0.720, 4.846], [3.067, -0.305, -2.780], [3.429, -1.655, -7.697], [-4.369, 1.933, 4.718], [2.942, -1.667, -5.203], [-0.031, -0.013, 5.991], [0.172, -2.849, 1.542], [-2.855, 0.286, 1.110], [-0.890, 1.610, 2.359], [3.316, -2.240, -8.614], [-2.979, 1.920, 4.737], [-2.414, 2.834, 4.606], [0.866, -3.263, -6.043], [1.074, 1.534, -1.981], [0.693, -0.083, 0.462], [-3.948, 2.463, 1.198], [-3.124, 1.452, 2.769], [-0.789, -3.434, 3.594], [-0.265, -0.648, -2.851], [4.494, -1.463, -7.550], [3.315, -0.017, 1.721], [4.012, 1.289, -3.847], [-0.086, 1.738, -0.173], [2.050, -1.967, -1.637], [-0.968, 2.636, 0.460], [5.222, -0.291, 2.648], [2.501, -1.579, -2.855], [3.477, -4.331, -7.349], [3.564, -3.771, -6.413], [0.210, -1.578, 1.929], [-0.796, 4.262, -1.320], [0.525, -3.049, 0.537], [0.475, 3.666, -2.948], [-1.304, 3.878, -0.096], [-0.313, -4.883, 2.055], [-2.416, -0.250, -1.964], [4.359, 0.355, 2.564], [-1.958, 4.553, 0.452], [3.578, 0.299, -3.899], [3.509, -0.404, -5.113], [-5.087, 0.751, 4.909], [2.155, 1.910, 2.240], [2.828, -2.429, -6.524], [5.054, 1.833, 3.947], [2.427, -2.266, -4.038], [1.248, -3.250, -7.770], [0.402, 2.171, -1.424], [2.987, 0.179, -1.513], [3.014, 3.266, 3.643], [4.261, 1.536, 3.272], [2.310, -0.854, -0.745], [0.064, 3.391, -1.983], [-1.692, 3.193, 2.424], [-0.758, -1.247, -0.598], [-6.482, 0.760, 4.938], [-6.918, -0.126, 4.740], [-4.902, 2.869, 4.585], [-3.686, 2.663, 0.162], [-2.656, 0.431, 0.053], [2.225, 0.751, 1.577], [-6.919, 1.520, 4.442], [-1.287, -1.147, -1.989], [1.348, -2.690, -6.835], [-0.187, 0.061, 3.438], [3.140, 2.338, 3.105], [-2.285, 0.732, 4.933], [-1.704, -2.461, -2.369], [-0.790, -2.175, 3.998], [-1.530, 2.303, 1.811], [-2.067, -0.305, 1.561], [3.154, -4.386, -5.612], [1.954, -3.240, -4.056], [0.804, -1.749, -6.934], [1.263, 2.495, 2.070], [-0.150, 2.117, 4.731], [-2.997, -0.441, 5.162], [-4.895, 1.931, 1.253], [-2.447, -1.358, 5.333], [-4.928, -1.352, 5.320], [3.906, 0.075, -5.997], [-2.892, 1.612, 1.785], [4.624, -3.612, -6.203], [-1.054, 5.223, -1.750], [-0.244, -1.260, 3.172], [-0.295, -3.851, 2.369], [3.340, -1.516, 0.812], [2.926, -0.699, -7.847], [-4.002, 3.396, 1.756], [-4.381, -0.432, 5.142], [-1.222, -4.153, 4.285]],
  "total_charge": -1,
  "homo_lumo_gap_ev": [6.33, 5.61],
  "s_squared": 0.864,
  "multiplicity": 2,
  "e_above_lowest_kj_mol": 61.4,
  "max_force_ev_per_a": 0.393,
  "homo_ha": [-0.1617, -0.1353]
}

***

[2]
{
  "formula": "C34H38Ge2N2O2SiW",
  "method": "ωB97M-V with the def2-TZVPD basis set",
  "species": ["W", "C", "H", "C", "H", "H", "H", "C", "N", "C", "H", "H", "C", "C", "C", "C", "C", "Ge", "C", "C", "C", "H", "H", "H", "O", "C", "H", "C", "H", "N", "C", "C", "C", "C", "H", "C", "H", "C", "C", "H", "H", "H", "Si", "H", "C", "C", "H", "C", "C", "H", "H", "H", "H", "C", "H", "H", "H", "H", "H", "H", "C", "H", "C", "C", "Ge", "H", "H", "H", "H", "C", "H", "C", "H", "H", "H", "C", "C", "H", "O", "C"],
  "positions_angstrom": [[0.311, -0.418, 0.072], [-0.379, 4.655, -2.498], [0.434, 5.919, 2.297], [-2.377, -2.623, 0.517], [-4.304, -5.362, -0.023], [0.050, -3.197, -5.251], [-1.322, 6.047, -3.829], [-2.322, -1.463, 1.341], [-1.623, 0.534, 2.131], [-0.452, -1.624, -3.884], [3.619, 0.380, 4.689], [2.105, -2.332, 6.522], [-1.401, -2.884, -0.458], [-0.070, 5.058, 2.713], [2.538, 1.227, -3.428], [-0.745, -2.607, -4.815], [-2.810, -1.067, -3.730], [-0.958, 0.579, -2.185], [-1.160, 2.382, -2.672], [-1.390, 2.857, 3.809], [4.105, -0.584, 4.533], [-0.630, 6.072, 4.516], [4.185, -3.972, 4.590], [-3.082, -1.320, 2.103], [-0.062, 1.356, 0.729], [-0.673, 5.143, 3.964], [0.885, -2.895, 5.387], [-2.073, 2.758, -3.672], [0.317, 3.063, -1.246], [-1.438, -0.506, 1.247], [-0.336, 3.345, -2.065], [-0.782, 2.767, 2.552], [-1.329, 4.046, 4.510], [-1.481, -0.830, -3.365], [2.611, 2.309, -3.339], [-0.119, 3.871, 2.007], [4.672, -0.816, 5.438], [-1.453, -3.994, -1.272], [-1.277, 5.017, -3.500], [0.342, 3.799, 1.031], [-0.684, -4.166, -2.013], [-4.184, -3.359, 1.423], [2.875, -1.944, 4.244], [3.223, -1.416, -0.427], [-3.494, -4.655, -0.140], [1.896, -1.379, 2.694], [-1.900, 1.998, 4.223], [-3.429, -3.539, 0.668], [-2.513, -4.878, -1.105], [-2.296, -3.607, -5.906], [-2.818, 4.377, -4.853], [3.133, -1.555, -2.203], [3.520, 0.812, -3.659], [-2.125, 4.077, -4.080], [-2.712, 2.021, -4.144], [2.891, -4.294, 3.443], [3.712, 1.351, -0.290], [-2.570, -5.758, -1.731], [1.845, 0.968, -4.227], [0.264, 5.403, -2.053], [-3.095, -2.071, -4.642], [4.357, -3.431, 2.925], [-0.852, 1.521, 1.821], [2.632, 1.494, -0.151], [1.992, 0.506, -1.728], [0.583, -1.464, -3.594], [1.056, -1.161, 5.728], [2.380, 2.549, -0.223], [-4.119, -2.251, -4.940], [2.557, -1.386, -1.285], [2.405, 1.126, 0.848], [-2.067, -2.832, -5.186], [-3.617, -0.469, -3.324], [4.822, -0.491, 3.717], [-1.794, 4.122, 5.483], [1.600, -2.095, 5.583], [1.257, -1.020, 1.702], [1.854, -2.216, -1.245], [-0.354, -2.015, -0.557], [3.641, -3.558, 3.738]],
  "total_charge": 3,
  "homo_lumo_gap_ev": [5.30, 4.58],
  "s_squared": 0.778,
  "multiplicity": 2,
  "e_above_lowest_kj_mol": 145.1,
  "max_force_ev_per_a": 0.765,
  "homo_ha": [-0.5941, -0.5933]
}

***

[3]
{
  "formula": "C34H39Cl4N6NiO",
  "method": "ωB97M-V with the def2-TZVPD basis set",
  "species": ["C", "C", "H", "C", "C", "H", "H", "H", "H", "H", "H", "H", "C", "C", "C", "N", "C", "H", "H", "H", "H", "C", "H", "H", "H", "H", "Cl", "H", "C", "H", "N", "H", "H", "H", "H", "C", "C", "Cl", "Cl", "H", "C", "H", "C", "Cl", "C", "C", "H", "C", "C", "C", "C", "H", "H", "H", "H", "H", "H", "C", "C", "C", "C", "C", "H", "H", "H", "C", "N", "H", "C", "C", "C", "C", "Ni", "C", "N", "N", "C", "H", "N", "O", "H", "C", "H", "C", "H"],
  "positions_angstrom": [[-2.481, -4.491, -3.878], [4.921, 2.137, -2.089], [-2.555, -5.447, -4.381], [-2.123, 3.086, 2.098], [-3.343, 3.632, 2.441], [-1.912, -1.427, -4.774], [4.196, -1.589, -2.166], [0.394, 1.037, -1.988], [-1.263, 1.535, -2.369], [2.552, -3.496, -2.263], [-2.022, 1.179, -0.094], [0.680, -2.676, 5.555], [-1.708, -2.059, 3.265], [0.155, -2.194, 4.744], [-3.016, 2.754, 4.625], [2.360, -4.591, -0.543], [0.491, -0.924, 4.333], [0.914, 4.539, 3.473], [1.905, 6.622, 2.471], [1.735, 2.416, 0.024], [-1.110, 1.804, 4.873], [-0.491, 1.533, -1.590], [-3.269, 2.581, 5.661], [6.939, 1.679, -2.608], [-1.226, -3.835, 4.314], [1.242, -0.371, 4.887], [0.960, -0.663, -4.259], [2.825, 4.392, -0.996], [1.854, 5.674, 1.954], [-5.371, -0.408, -1.413], [-0.203, -0.211, 3.428], [6.487, -0.789, -2.713], [1.526, -1.777, -6.270], [2.980, 6.442, 0.245], [-0.259, 2.590, -1.440], [0.580, -4.049, 0.950], [0.921, -2.774, -1.033], [-4.266, -0.902, 0.592], [3.225, -2.462, -4.723], [-3.894, 4.235, 1.735], [-2.750, -4.345, -2.530], [0.060, -4.217, 1.884], [-2.723, -3.074, -1.971], [-6.260, 1.193, 0.019], [1.660, -4.832, 0.551], [4.431, -0.535, -2.163], [5.104, 3.198, -1.959], [1.940, -3.642, -1.382], [1.579, -2.009, -5.213], [-1.776, 2.324, 4.195], [1.262, 4.532, 2.446], [0.571, -1.945, -1.639], [-1.785, -0.243, 2.122], [-2.519, -0.943, -2.509], [-2.935, -5.213, -1.913], [-0.486, -2.242, 0.521], [-4.135, 0.823, -0.968], [5.955, 1.274, -2.409], [-3.800, 3.477, 3.742], [-1.266, -0.804, 2.889], [0.234, -2.967, 0.162], [3.456, 0.402, -1.835], [-4.718, 3.916, 4.109], [-1.767, 3.284, 1.093], [2.508, 0.032, -1.455], [-1.001, 0.831, -0.345], [-1.277, 2.530, 2.966], [2.038, -5.547, 1.276], [-4.955, 0.205, -0.623], [-0.920, -2.815, 4.117], [-2.203, -2.245, -4.124], [1.817, 3.332, 0.595], [0.528, 1.513, 2.467], [5.705, -0.087, -2.456], [-2.205, -3.451, -4.674], [1.214, 3.366, 1.793], [2.367, 4.433, -0.019], [0.986, -2.900, -5.032], [3.708, 1.701, -1.738], [-0.149, 0.982, 0.736], [-2.582, -2.470, 2.779], [2.410, 5.634, 0.683], [-1.135, -0.246, -0.542], [-2.469, -1.990, -2.780], [-3.042, -2.952, -0.944]],
  "total_charge": 1,
  "homo_lumo_gap_ev": [8.65, 7.79],
  "s_squared": 2.006,
  "multiplicity": 3,
  "e_above_lowest_kj_mol": 9.7,
  "max_force_ev_per_a": 2.831,
  "homo_ha": [-0.4150, -0.4090]
}

***

[4]
{
  "formula": "C34H39ClCoIN6O3P",
  "method": "ωB97M-V with the def2-TZVPD basis set",
  "species": ["H", "C", "H", "C", "O", "H", "H", "H", "H", "H", "C", "C", "H", "H", "N", "N", "C", "C", "H", "C", "C", "C", "C", "N", "H", "H", "C", "H", "C", "Co", "C", "C", "O", "C", "H", "H", "C", "C", "P", "C", "H", "H", "H", "H", "H", "H", "C", "C", "H", "H", "I", "H", "N", "N", "H", "H", "C", "C", "C", "C", "H", "H", "Cl", "H", "C", "C", "O", "C", "C", "H", "H", "H", "H", "H", "N", "C", "H", "C", "H", "C", "C", "C", "H", "H", "H", "C"],
  "positions_angstrom": [[1.572, 3.580, 5.328], [-0.485, 4.193, -2.607], [-0.756, -4.345, 1.901], [-1.799, -2.271, -0.462], [1.431, -0.023, -0.426], [1.655, 1.893, 5.884], [4.559, -1.715, -6.770], [-3.161, -0.569, -0.633], [-1.003, -4.318, -0.348], [-2.505, -4.128, -1.237], [1.477, 4.679, -1.316], [0.426, -2.505, 1.661], [-3.184, 3.793, -4.623], [-3.613, -1.984, -1.564], [2.128, -0.396, -1.463], [1.684, -0.123, -2.619], [0.628, 5.014, -2.330], [-1.654, 1.866, 1.023], [2.344, 5.283, -1.086], [0.973, 2.088, 3.061], [-3.885, -2.106, 3.764], [3.681, -1.284, -3.525], [-1.957, -3.793, -0.352], [0.195, 2.741, -0.795], [-1.511, -2.457, -2.582], [-0.005, 2.396, 3.398], [2.103, 2.636, 5.225], [-3.314, -3.014, 1.932], [2.801, -0.688, -6.096], [-0.205, 0.935, 0.123], [-3.636, -1.107, 4.694], [-1.428, 4.441, -3.633], [0.603, 0.482, -2.877], [-2.071, -1.311, 2.366], [-3.402, 3.011, 1.433], [1.872, 3.238, 0.252], [-3.196, -1.655, -0.608], [-1.738, 2.102, -2.026], [-0.912, -1.373, 0.935], [1.279, -1.643, 2.593], [1.129, 0.273, -5.107], [4.008, -1.510, -2.522], [-0.719, -3.318, 3.338], [0.692, -1.216, 3.410], [-3.876, -1.981, 0.182], [0.015, -2.347, -1.704], [-0.659, 3.042, -1.810], [-2.600, -0.214, 4.469], [0.706, -4.244, 2.876], [2.056, -2.273, 3.038], [-4.223, 1.157, -3.411], [1.809, -2.261, -0.009], [1.265, 1.616, 1.872], [-2.558, 2.479, 1.411], [0.848, -3.744, -0.103], [-4.686, -2.815, 3.931], [2.503, -0.576, -3.728], [-2.471, 3.585, -3.836], [-3.106, -2.212, 2.622], [2.053, -0.275, -5.001], [-2.388, 0.567, 5.189], [-0.974, -0.897, -1.950], [-1.262, 5.855, -4.641], [5.333, -2.241, -4.479], [-1.005, -1.968, -1.745], [1.219, 3.525, -0.559], [-1.826, 1.060, -1.292], [3.980, -1.393, -5.914], [-1.837, -0.318, 3.314], [-1.031, 0.381, 3.146], [1.761, -0.844, 2.040], [3.120, 0.993, 1.018], [3.138, 2.787, 5.519], [2.454, -0.456, -7.094], [2.069, 2.188, 3.845], [1.355, -3.060, 0.574], [-2.525, -4.119, 0.516], [4.414, -1.688, -4.628], [2.152, -3.624, 1.067], [3.133, 1.751, 3.094], [-0.138, -3.667, 2.486], [2.622, 1.403, 1.880], [-4.243, -1.028, 5.587], [4.133, 1.727, 3.489], [0.797, 5.897, -2.932], [-2.628, 2.440, -3.045]],
  "total_charge": 0,
  "homo_lumo_gap_ev": [7.00, 6.99],
  "s_squared": 0.779,
  "multiplicity": 2,
  "e_above_lowest_kj_mol": 0.0,
  "max_force_ev_per_a": 0.625,
  "homo_ha": [-0.2503, -0.2495]
}

***

[5]
{
  "formula": "C34H39ClCoIN6O3P",
  "method": "ωB97M-V with the def2-TZVPD basis set",
  "species": ["C", "C", "H", "H", "H", "C", "N", "H", "H", "H", "C", "C", "H", "C", "H", "H", "H", "H", "H", "H", "C", "C", "H", "H", "H", "C", "O", "H", "C", "H", "C", "H", "Cl", "C", "C", "H", "C", "H", "O", "H", "C", "H", "C", "O", "N", "C", "C", "C", "C", "C", "I", "H", "H", "C", "P", "H", "H", "H", "C", "C", "C", "C", "C", "N", "C", "C", "N", "C", "H", "N", "H", "C", "H", "H", "H", "H", "H", "H", "Co", "C", "H", "C", "N", "H", "H", "C"],
  "positions_angstrom": [[-1.549, -1.842, -4.360], [4.780, -0.145, -3.316], [-0.964, 2.399, -0.999], [3.670, -0.029, -5.139], [2.176, 0.773, 2.384], [4.326, -0.911, 0.787], [-0.820, 0.036, -3.257], [-1.730, 2.404, 4.435], [-2.789, -4.864, 1.880], [1.904, 2.052, 0.180], [-2.950, -3.061, -6.408], [-2.329, -3.830, -5.438], [1.517, -0.498, -4.044], [-1.573, 3.020, -0.355], [-0.218, 1.585, 4.830], [-3.775, 5.583, -0.494], [-3.527, -3.537, -7.187], [-2.338, 4.208, -1.961], [2.606, 3.500, 0.908], [-2.748, -0.138, 1.811], [-3.159, 4.800, -0.076], [0.412, -4.096, 2.158], [0.761, -4.693, 2.975], [-1.758, 0.826, 5.209], [3.012, 2.236, 2.925], [-1.233, 1.440, 4.474], [-0.423, -2.007, -2.332], [1.009, 3.572, 0.163], [-1.488, -0.431, -0.314], [-3.297, -1.079, -7.139], [2.409, -0.416, -3.441], [0.474, -0.487, 3.699], [7.400, -0.271, -1.671], [-1.625, -3.229, -4.412], [3.639, -0.172, -4.070], [0.033, 4.481, 2.307], [-2.832, -1.680, -6.372], [-2.039, 0.009, -5.301], [1.987, -0.671, 0.512], [-2.400, -4.905, -5.474], [3.386, -0.514, -1.380], [-3.283, 1.337, 2.616], [1.086, -3.353, 1.234], [-0.265, 0.584, -2.245], [-2.533, -0.110, -0.745], [-2.134, -1.063, -5.353], [-1.560, 2.789, 1.018], [-2.712, 0.420, 2.744], [5.607, -0.795, 0.265], [-2.022, -4.528, 2.580], [4.090, -1.431, 2.817], [-3.208, 0.350, -1.321], [-1.075, -1.281, 3.998], [-0.530, -0.632, 3.312], [-0.420, 1.466, 1.585], [6.464, -0.955, 0.903], [1.617, 4.391, 3.073], [-2.354, 3.444, 2.901], [-0.988, -3.157, 0.788], [-3.159, 4.572, 1.290], [1.050, 2.572, 2.098], [3.167, -0.693, 0.033], [1.679, 2.950, 0.754], [0.199, -2.761, 0.392], [-2.358, 3.584, 1.833], [0.700, 3.837, 2.874], [-0.888, -1.237, -3.271], [4.688, -0.359, -1.927], [-2.469, -3.788, 3.251], [2.282, -0.559, -2.143], [1.722, 1.551, 3.903], [-2.355, 4.025, -0.896], [0.238, 3.609, 3.828], [-1.911, -2.876, 0.327], [-1.143, -3.810, -3.643], [2.141, -3.209, 1.136], [-3.196, -0.173, 3.520], [-3.777, 5.174, 1.940], [0.384, -0.804, -0.748], [5.790, -0.477, -1.059], [5.748, 0.013, -3.770], [-1.259, 0.704, 3.136], [-0.913, -3.967, 1.861], [-0.440, -1.131, 2.351], [-1.681, -5.372, 3.177], [2.049, 1.728, 2.882]],
  "total_charge": 0,
  "homo_lumo_gap_ev": [6.61, 7.12],
  "s_squared": 0.762,
  "multiplicity": 2,
  "e_above_lowest_kj_mol": 120.2,
  "max_force_ev_per_a": 1.935,
  "homo_ha": [-0.2546, -0.2539]
}